# 1
This record from the Open Molecules 2025 dataset describes a molecular structure, C18H14ClCuO4P. The level of theory is the ωB97M-V functional and the def2-TZVPD basis.

Results
Frontier orbital gap, eV: 7.65
Net charge: -1
LUMO energy, eV: 2.942
HOMO, Eh: -0.1730
2S+1: 1

Structure (XYZ):
```
39
C18H14ClCuO4P, DFT the ωB97M-V functional and the def2-TZVPD basis
Cu 2.52214 1.76788 0.55587
C -2.01506 -2.91672 -3.09433
C -1.23016 -1.89522 -3.60673
C -0.46766 -1.12022 -2.75553
C -0.48446 -1.33402 -1.37533
C -1.25086 -2.38082 -0.87703
C -2.01106 -3.16212 -1.73203
P 0.70384 -0.31002 -0.40683
C 0.04274 -0.53552 1.29957
C 0.92264 -0.95332 2.29387
C 0.47824 -1.10192 3.59767
C -0.84306 -0.83842 3.91647
C -1.72606 -0.43372 2.92737
C -1.28576 -0.27742 1.62647
C 0.03724 1.36828 -0.69473
C -1.16846 1.63108 -1.32603
C -1.57106 2.94158 -1.49783
C -0.78256 3.96498 -1.00403
C 0.41414 3.68258 -0.36333
C 0.89374 2.37838 -0.20073
H -2.62106 -3.51772 -3.76013
H -1.19846 -1.71422 -4.67433
H 0.16324 -0.33052 -3.14503
H -1.24926 -2.59052 0.18337
H -2.59876 -3.98052 -1.33633
H 1.95324 -1.16572 2.03877
H 1.16464 -1.42742 4.36867
H -1.18736 -0.93872 4.93727
H -2.76246 -0.24032 3.17317
H -1.97386 0.04228 0.85487
H -1.78956 0.83258 -1.70833
H -2.48896 3.16048 -2.02933
H -1.10326 4.99258 -1.12943
H 1.00594 4.51388 0.00697
O 3.94544 1.22938 1.84787
Cl 4.71684 0.35708 0.97777
O 4.32734 -0.98362 1.20447
O 6.09164 0.52808 1.26537
O 4.42604 0.75778 -0.35843
```

Here are the Löwdin charges for atoms 1 to 4, given in e: 0.366 -0.113 -0.100 -0.129


# 2
This record from the Open Molecules 2025 dataset describes a molecular structure, C18H14F6IO6Os. The level of theory is the ωB97M-V functional and the def2-TZVPD basis.

Results
Frontier orbital gap (alpha / beta), eV: 6.57 / 6.57
Net charge: +1
LUMO energy (alpha / beta), eV: -5.146 / -5.143
HOMO (alpha / beta), Eh: -0.4307 / -0.4306
2S+1: 1

Structure (XYZ):
```
46
C18H14F6IO6Os, DFT the ωB97M-V functional and the def2-TZVPD basis
Os -0.17409 -0.11821 1.04547
O 0.42880 -1.99097 4.79299
C 0.54643 -1.41901 3.63469
O -0.36481 -0.81137 3.07537
C 1.86391 -1.51634 2.93006
O 1.85159 -0.48528 1.95947
C 2.43936 0.78678 2.39272
C 1.45800 1.94875 2.26921
O 1.84110 3.01725 2.66706
O 0.29397 1.70780 1.72652
H -0.46689 -1.88375 5.16008
H 2.69956 -1.42376 3.62207
H 1.92627 -2.47849 2.41548
H 2.74376 0.71354 3.43524
H 3.31496 0.96937 1.77420
I -1.05049 -2.60386 0.37195
C -0.08356 -2.47409 -1.46176
C -0.26439 -3.43278 -2.41125
C 0.40121 -3.28833 -3.64563
C 1.20039 -2.20523 -3.86773
C 1.38156 -1.20951 -2.87785
C 2.20718 -0.08083 -3.11878
C 2.37456 0.88494 -2.17472
C 1.71952 0.76856 -0.92985
C 0.89879 -0.30228 -0.64692
C 0.72254 -1.33338 -1.63038
H -0.90491 -4.28595 -2.23443
H 0.26680 -4.03992 -4.41105
H 1.70842 -2.08725 -4.81643
H 2.70268 0.00141 -4.07842
H 2.99377 1.74935 -2.37136
H 1.84190 1.57307 -0.21853
C -2.63664 2.45016 1.15069
C -2.50309 1.50727 -0.03631
O -1.79011 0.31207 0.20889
C -1.83222 2.23805 -1.22609
F -0.62905 2.69531 -0.84520
F -2.54843 3.27980 -1.63293
F -1.63412 1.42248 -2.26657
C -3.90441 0.98398 -0.43478
F -4.44338 0.34010 0.61174
F -3.85216 0.11964 -1.44970
F -4.72272 1.97887 -0.77144
H -1.66248 2.84200 1.42473
H -3.06100 1.90402 1.99156
H -3.29809 3.27606 0.89791
```

Here are the Löwdin charges for atoms 1 to 4, given in e: 1.414 0.229 -0.458 -0.046


# 3
This record from the Open Molecules 2025 dataset describes a single C18H14F6N2O4 molecule. The level of theory is the ωB97M-V functional and the def2-TZVPD basis.

Results
Frontier orbital gap, eV: 8.78
LUMO energy, eV: 0.069
HOMO, Eh: -0.3201
2S+1: 1

Structure (XYZ):
```
44
C18H14F6N2O4, DFT the ωB97M-V functional and the def2-TZVPD basis
O 1.54196 2.24131 1.90426
C 1.56451 1.49922 0.95345
N 2.52180 1.35242 0.02294
C 3.73894 2.03812 -0.07911
C 4.56324 1.71168 -1.15368
C 5.77866 2.34806 -1.31413
C 6.18399 3.31380 -0.40725
C 5.36415 3.63739 0.66017
C 4.14445 3.00726 0.83184
H 3.50811 3.26118 1.66279
H 5.67409 4.38921 1.37034
H 7.13394 3.81054 -0.53338
H 6.41118 2.08889 -2.14998
H 4.24424 0.95820 -1.85980
H 2.33456 0.66611 -0.70828
N 0.43976 0.63983 0.76031
C 0.19580 -0.27711 -0.21509
O 0.99008 -0.54604 -1.10119
C -1.16101 -0.89427 -0.13368
C -2.23556 -0.00859 -0.05098
C -3.55085 -0.44502 -0.09847
C -3.80848 -1.80641 -0.22979
C -2.75373 -2.69095 -0.28926
C -1.42502 -2.26517 -0.24186
O -0.52816 -3.29012 -0.27470
C 0.82588 -3.10340 0.02854
C 1.39278 -4.48417 0.35463
F 0.77793 -5.04834 1.39884
F 1.29532 -5.33391 -0.66706
F 2.69307 -4.39602 0.67065
H 1.38877 -2.68769 -0.81836
H 0.97087 -2.46726 0.91226
H -2.93124 -3.75043 -0.37724
H -4.81460 -2.18926 -0.28058
O -4.50327 0.53488 -0.01397
C -5.85176 0.16157 -0.07135
C -6.67265 1.44398 0.05327
F -6.44969 2.07970 1.20371
F -7.98442 1.16258 0.00960
F -6.42643 2.30454 -0.93425
H -6.11104 -0.31085 -1.02918
H -6.13575 -0.49834 0.76043
H -2.06104 1.05425 0.01082
H -0.27336 0.78860 1.46377
```

Here are the Löwdin charges for atoms 1 to 4, given in e: 0.093 -0.481 0.159 -0.213


# 4
This record from the Open Molecules 2025 dataset describes a molecular structure, C18H14LiN2S. The level of theory is the ωB97M-V functional and the def2-TZVPD basis.

Results
Frontier orbital gap, eV: 6.75
Net charge: -1
LUMO energy, eV: 3.060
HOMO, Eh: -0.1355
2S+1: 1

Structure (XYZ):
```
36
C18H14LiN2S, DFT the ωB97M-V functional and the def2-TZVPD basis
Li -0.08487 -0.04366 0.07693
S 1.55664 1.87608 0.47458
C 2.48031 0.50171 0.07716
C 3.89892 0.52846 0.03063
C 4.59779 -0.60850 -0.28535
C 3.90135 -1.79076 -0.56434
C 2.52476 -1.74495 -0.50655
N 1.82461 -0.65174 -0.20070
H 4.39990 1.46012 0.25161
H 5.68162 -0.59576 -0.31999
H 4.41682 -2.70736 -0.81638
H 1.93323 -2.63143 -0.71731
N -1.80406 -0.63748 -0.04484
C -2.93964 -0.11173 -0.11238
C -3.17432 1.38612 -0.07197
C -4.23430 1.93459 0.64905
C -4.37230 3.31051 0.77462
C -3.46263 4.15986 0.16215
C -2.41267 3.62544 -0.57453
C -2.27303 2.25221 -0.68617
C -4.19402 -0.95949 -0.23128
C -5.29819 -0.55783 -0.98076
C -6.38873 -1.40224 -1.14807
C -6.40169 -2.65133 -0.54661
C -5.31219 -3.05509 0.21783
C -4.21760 -2.21932 0.36389
H -4.94856 1.27316 1.12612
H -5.18861 3.72275 1.35713
H -3.56762 5.23409 0.25998
H -1.69298 4.28091 -1.04980
H -1.44528 1.82464 -1.23786
H -5.29588 0.42352 -1.44144
H -7.23221 -1.08635 -1.75206
H -7.25614 -3.30692 -0.66942
H -5.31914 -4.03009 0.69214
H -3.33849 -2.52326 0.91818
```

Here are the Löwdin charges for atoms 1 to 4, given in e: 0.493 0.436 -0.892 -0.136


# 5
This record from the Open Molecules 2025 dataset describes a molecular structure, C18H14MoN6O8P2. The level of theory is the ωB97M-V functional and the def2-TZVPD basis.

Results
Energy above the lowest of the compared OMol25 structures with the same formula, charge and spin, kcal/mol: 71.9
Frontier orbital gap, eV: 4.85
Net charge: +2
LUMO energy, eV: -10.164
HOMO, Eh: -0.5519
2S+1: 1

Structure (XYZ):
```
49
C18H14MoN6O8P2, DFT the ωB97M-V functional and the def2-TZVPD basis
Mo 0.45233 -1.86758 -1.11591
C -0.70538 -0.14647 -4.91194
C -0.45573 -1.08141 -3.91000
N -0.51266 -0.70171 -2.62528
C -0.83165 0.57890 -2.33650
C -1.06553 1.47791 -3.35958
N -0.99640 1.11264 -4.63279
C -0.92592 0.82862 -0.89202
C -1.40645 1.96084 -0.29575
C -1.45965 2.03655 1.10778
C -1.02167 0.92900 1.84136
C -0.54423 -0.18129 1.18945
N -0.47850 -0.22686 -0.15926
C -0.13726 -1.43697 1.82085
C -0.06394 -1.67157 3.17562
N 0.29956 -2.85294 3.66934
C 0.59006 -3.81264 2.82070
C 0.53194 -3.61862 1.43247
N 0.17381 -2.43295 0.96095
C -1.97942 3.22837 1.78056
C -1.34873 3.72942 2.91565
C -1.88163 4.86153 3.51627
N -2.96344 5.48179 3.06357
C -3.56433 4.99928 1.98292
C -3.11329 3.87874 1.30049
H -0.66278 -0.43575 -5.95469
H -0.21703 -2.11470 -4.12693
H -1.31627 2.51299 -3.15993
H -1.73760 2.80000 -0.89126
H -1.09926 0.94000 2.91895
H -0.30246 -0.89838 3.89529
H 0.88731 -4.77413 3.22122
H 0.78131 -4.39961 0.72800
H -0.45322 3.27569 3.32081
H -1.41719 5.28704 4.39755
H -4.44695 5.52981 1.64700
H -3.65650 3.52124 0.43505
O 3.32404 -3.57335 -3.08014
P 3.34355 -3.52546 -1.49364
O 4.02704 -4.61730 -0.85946
O 1.77902 -3.37672 -1.15816
O 3.99988 -2.06830 -1.25065
P 3.60069 -0.94189 -0.18581
O 3.93619 0.39915 -0.97163
O 4.22424 -1.03871 1.10233
O 1.98335 -1.01702 -0.17199
H 3.99260 -4.22278 -3.35322
H 3.17779 0.74593 -1.44539
O -0.33964 -3.08029 -1.90223
```

Here are the Löwdin charges for atoms 1 to 4, given in e: 1.977 -0.025 -0.015 -0.039


# 6
This record from the Open Molecules 2025 dataset describes a single C18H14N2O6 molecule. The level of theory is the ωB97M-V functional and the def2-TZVPD basis.

Results
Energy above the lowest of the compared OMol25 structures with the same formula, charge and spin, kcal/mol: 6.7
Frontier orbital gap, eV: 7.36
LUMO energy, eV: -0.330
HOMO, Eh: -0.2826
2S+1: 1

Structure (XYZ):
```
40
C18H14N2O6, DFT the ωB97M-V functional and the def2-TZVPD basis
O -0.13687 1.56311 -1.08873
O -3.68539 2.01990 -1.11221
N -1.11757 -1.61094 0.13081
O -2.88996 3.73806 -2.36060
O -4.97575 -2.98333 -3.64544
O 5.85056 0.93381 4.86656
O 6.29396 1.77611 2.27267
C -0.75679 0.51144 -1.02418
C -2.96884 2.42905 -2.01862
C -0.46570 -0.47876 0.08512
C 0.55747 -0.29269 1.15808
C 1.73936 0.42591 0.98281
C -2.74496 -3.09367 -0.72861
C -3.66199 -3.45614 -1.70125
C 3.64445 0.16409 4.31811
C 2.65868 -0.02841 3.33547
C 4.07523 1.02284 1.65506
C -3.40609 -1.36139 -2.79844
C -2.08551 -1.86162 -0.84465
C -4.00821 -2.61584 -2.73471
C 4.84476 0.77641 3.96496
C 5.09687 1.15298 2.62904
C 2.81972 0.46189 2.01338
C -2.41785 -0.98342 -1.88768
N -1.69593 0.23386 -2.01133
C -2.16987 1.37424 -2.84023
H -3.44369 4.20675 -1.72831
H -5.24641 -2.18757 -4.13810
H 6.49723 1.49068 4.41403
H 6.31099 1.93966 1.31053
H 0.42670 -0.86297 2.06059
H 1.89595 0.99294 0.08067
H -2.47851 -3.76837 0.06879
H -4.11050 -4.43664 -1.65045
H 3.50609 -0.26586 5.31243
H 1.73140 -0.47531 3.66399
H 4.29425 1.37902 0.62942
H -3.68328 -0.74084 -3.62985
H -1.33831 1.87819 -3.33218
H -2.75569 1.03286 -3.67695
```

Here are the Löwdin charges for atoms 1 to 4, given in e: 0.072 0.097 0.163 0.120


no.,calculated total energy (eV),largest force on an atom (eV/A)
1,-93528.6432,1.34
2,-58044.7222,0.99
3,-46370.1766,0.60
4,-32916.5989,0.62
5,-64637.3113,3.57
6,-34158.1123,3.47